A 9-piece molecular cluster, C30H39N2O24 overall at a distorted geometry, computed with ωB97M-V/def2-TZVPD.

Geometry as XYZ:
```
95
Properties=species:S:1:pos:R:3:mulliken_charge:R:1
C 0.341 1.759 -5.677 -0.55
C 1.434 1.371 -4.944 -0.65
C 1.252 0.490 -3.809 0.58
C 2.062 0.626 -2.648 -0.01
C 1.841 -0.193 -1.579 -0.75
C 0.805 -1.109 -1.745 -0.49
N 0.140 -1.179 -2.864 0.61
N 0.294 -0.420 -3.953 -0.78
H 0.270 1.493 -6.726 0.27
H -0.463 2.320 -5.215 0.28
H 2.436 1.721 -5.166 0.40
H 2.816 1.397 -2.629 0.47
H 2.401 -0.140 -0.659 0.64
H 0.515 -1.779 -0.948 0.68
H -0.593 -1.881 -2.901 0.39
C -3.498 -3.552 -3.204 -0.12
C -4.562 -3.404 -2.130 -0.40
O -3.766 -3.261 -0.928 -0.30
C -2.568 -2.799 -1.281 0.72
O -1.725 -2.411 -0.529 -0.52
O -2.400 -2.814 -2.619 -0.40
H -3.794 -3.132 -4.158 -0.01
H -3.189 -4.586 -3.352 0.28
H -5.167 -2.507 -2.262 0.26
H -5.217 -4.266 -2.055 0.39
C 1.154 1.153 2.884 0.01
C 2.455 0.404 3.066 0.00
O 3.294 1.014 2.057 -0.32
C 2.804 2.244 1.796 0.70
O 3.358 3.062 1.127 -0.61
O 1.603 2.425 2.376 -0.36
H 0.600 1.279 3.811 0.11
H 0.500 0.690 2.142 0.15
H 2.898 0.571 4.047 0.27
H 2.364 -0.663 2.902 -0.03
C -3.160 0.393 4.698 -0.14
C -3.545 0.294 6.160 -0.30
O -2.306 -0.091 6.775 -0.38
C -1.297 0.307 5.977 0.56
O -0.144 0.294 6.265 -0.51
O -1.767 0.731 4.779 -0.22
H -3.713 1.158 4.160 0.29
H -3.263 -0.557 4.173 0.21
H -3.861 1.251 6.577 0.24
H -4.315 -0.448 6.351 0.29
C 5.336 3.930 -1.366 0.12
C 6.649 3.194 -1.202 -0.31
O 7.461 3.785 -2.219 -0.35
C 6.960 5.018 -2.498 0.61
O 7.497 5.825 -3.175 -0.50
O 5.756 5.189 -1.893 -0.35
H 4.802 4.057 -0.431 0.23
H 4.674 3.449 -2.094 0.01
H 7.108 3.375 -0.229 0.27
H 6.564 2.121 -1.358 0.28
C -3.155 -3.343 -8.547 -0.30
C -3.798 -1.972 -8.487 -0.28
O -4.938 -2.210 -7.654 -0.32
C -4.689 -3.294 -6.893 0.73
O -5.372 -3.656 -5.988 -0.55
O -3.559 -3.920 -7.297 -0.33
H -2.071 -3.306 -8.621 0.29
H -3.546 -3.955 -9.360 0.28
H -3.159 -1.230 -8.004 0.22
H -4.104 -1.598 -9.459 0.30
C -6.389 -1.534 1.166 -0.39
C -5.003 -1.867 1.680 0.03
O -4.831 -0.910 2.728 -0.26
C -6.060 -0.525 3.159 0.56
O -6.257 0.131 4.125 -0.47
O -7.023 -0.995 2.327 -0.37
H -6.931 -2.403 0.801 0.31
H -6.375 -0.769 0.387 0.30
H -4.943 -2.871 2.103 0.24
H -4.228 -1.754 0.930 -0.02
C 1.412 5.134 4.171 0.26
C 2.579 5.060 5.135 -0.33
O 2.184 5.970 6.163 -0.35
C 0.831 6.075 6.142 0.64
O 0.183 6.619 6.970 -0.51
O 0.324 5.469 5.038 -0.35
H 1.218 4.197 3.658 -0.12
H 1.532 5.929 3.432 0.22
H 2.699 4.066 5.571 0.28
H 3.521 5.370 4.690 0.32
C 4.100 -4.178 0.910 -0.24
C 5.267 -4.256 1.872 -0.36
O 4.887 -3.316 2.882 -0.31
C 3.544 -3.189 2.864 0.69
O 2.912 -2.619 3.692 -0.56
O 3.017 -3.804 1.772 -0.29
H 3.887 -5.122 0.415 0.32
H 4.234 -3.400 0.155 0.20
H 5.371 -5.241 2.327 0.28
H 6.214 -3.973 1.421 0.30
```

Calculated values
net charge	+1
2S+1	1
E	-83853.7644	eV